(1)
Entry from OMol25: a molecular structure, C15H18BrCoN3SbSe4Si (the ωB97M-V functional and the def2-TZVPD basis).

Last column: Löwdin spin population.
CARTESIAN COORDINATES (ANGSTROEM)
Se1 1.166 -3.860 -0.986  0.090
Se2 4.284 -1.857 -1.689  0.308
C1 3.231 -4.819 1.661  0.001
H1 -1.661 0.156 0.595  0.000
H2 1.784 -1.561 2.574  0.000
Sb1 4.820 -4.349 -2.376  0.280
H3 -2.792 1.885 1.249  0.000
H4 0.215 2.807 -2.212  0.000
C2 0.032 -0.546 -0.471  0.009
Se3 6.757 -5.038 -1.000  0.258
C3 -3.603 5.712 -0.891  0.000
H5 -0.591 -3.602 1.875  0.001
H6 -5.851 5.888 1.650  0.000
H7 3.406 -1.889 1.937  0.001
H8 -3.257 6.265 -1.754  0.000
H9 4.191 -4.443 1.306  -0.001
Br1 1.796 -1.610 -4.387  0.114
H10 3.103 -5.821 1.249  0.000
H11 0.453 -3.946 3.267  0.000
C4 -0.890 1.654 -0.772  0.002
C5 -0.910 0.407 -0.144  0.001
C6 -5.064 5.474 1.033  0.000
N1 0.995 -0.353 -1.374  0.037
C7 -1.854 2.695 -0.484  0.000
Si1 1.824 -3.662 1.179  0.014
N2 -2.738 2.625 0.574  0.000
C8 0.127 1.856 -1.708  0.001
H12 3.287 -4.904 2.753  0.000
Se4 5.452 -4.439 -4.744  0.317
H13 1.822 0.990 -2.690  0.001
C9 -3.025 4.488 -0.562  0.000
C10 1.027 0.848 -1.969  0.007
C11 -3.497 3.766 0.556  0.000
H14 0.018 -1.520 0.006  0.002
N3 -2.008 3.799 -1.173  0.001
C12 2.343 -1.903 1.696  0.001
C13 -4.621 6.188 -0.086  0.000
H15 0.093 -5.217 2.082  0.001
C14 -4.510 4.250 1.371  0.000
C15 0.294 -4.150 2.203  0.004
H16 -4.858 3.706 2.240  0.000
H17 -5.086 7.137 -0.321  0.000
H18 2.196 -1.183 0.892  0.000
Co1 2.101 -1.925 -2.156  2.551

## Properties
* largest force on an atom: 0.0383 hartree/bohr
* orbital gap (spin up / spin down): 3.95 / 4.04 eV
* net charge: -2
* HOMO level (spin up / spin down): -0.915 / -1.025 eV
* multiplicity: 5



(2)
Entry from OMol25: a single C2H6N2O2S molecule (the ωB97M-V functional and the def2-TZVPD basis).

Last column: Mulliken charge in e.
CARTESIAN COORDINATES (ANGSTROEM)
H1 -0.114 -0.806 -2.923  0.316
H2 1.126 -0.618 -1.924  0.341
C1 -0.136 1.294 1.144  -0.296
H3 -0.992 1.851 0.645  0.271
C2 -0.199 -0.221 1.375  -0.474
N1 0.434 -0.071 -2.469  -0.613
H4 0.458 -0.731 1.995  0.261
N2 0.222 0.323 0.071  -0.244
O1 -1.383 1.386 -1.395  -0.617
S1 -0.779 0.151 -1.239  1.175
O2 -1.578 -1.005 -1.192  -0.597
H5 -1.159 -0.658 1.554  0.255
H6 0.688 1.922 1.488  0.221

## Properties
* largest force on an atom: 0.0744 hartree/bohr
* orbital gap: 11.20 eV
* energy relative to the best compared isomer or geometry (same formula, charge and spin): 67.3 kcal per mole
* SMILES: NS(=O)(=O)N1CC1
* HOMO level: -10.493 eV



(3)
Entry from OMol25: 15 unconnected molecules or ions with the total composition H30O15 (the ωB97M-V functional and the def2-TZVPD basis).

Last column: Mulliken charge in e.
CARTESIAN COORDINATES (ANGSTROEM)
H1 -1.237 -2.659 2.103  0.394
H2 -0.881 2.452 -1.463  0.231
O1 -0.439 0.605 2.500  -0.674
O2 -1.196 1.079 -2.695  -0.643
H3 2.597 -0.322 2.640  0.248
H4 1.927 2.467 -0.067  0.397
H5 -0.617 1.291 -3.364  0.315
H6 -0.449 2.977 1.207  0.246
O3 2.393 0.181 1.854  -0.577
H7 -3.643 -2.171 -0.983  0.285
H8 -1.315 -4.639 1.607  0.265
H9 -0.464 -3.715 0.731  0.402
H10 2.211 -0.952 0.314  0.156
H11 -2.170 -2.857 -1.048  0.472
H12 3.194 -1.384 -0.719  0.311
H13 1.753 -1.365 -3.043  0.262
O4 -0.775 2.896 -0.601  -0.649
O5 2.333 3.009 0.612  -0.626
H14 -1.700 0.428 -0.130  0.120
H15 -1.627 3.264 -0.385  0.305
H16 0.267 -2.790 -1.231  0.270
O6 1.265 -0.570 -3.184  -0.614
O7 -2.589 0.277 0.195  -0.627
O8 -0.411 -2.217 2.117  -0.728
H17 -0.225 1.568 2.482  0.285
H18 -1.168 0.143 -2.656  0.242
O9 1.790 1.605 -1.588  -0.852
H19 -2.704 0.779 1.008  0.294
H20 1.816 3.741 0.887  0.253
O10 2.457 -1.684 -0.228  -0.638
H21 1.657 0.063 -2.584  0.415
O11 -3.158 -2.990 -1.050  -0.687
H22 -0.805 -1.861 -1.925  0.277
H23 -0.034 0.349 0.751  -0.353
H24 -0.083 -0.956 -0.120  -0.186
O12 -1.157 -4.379 0.702  -0.622
H25 1.242 2.169 -2.099  0.390
H26 1.133 1.046 -1.147  0.052
O13 0.261 -0.022 -0.058  2.140
H27 -0.109 4.190 2.144  0.330
H28 -0.043 0.270 3.286  0.275
H29 2.165 0.999 2.239  0.256
H30 -0.578 -1.281 1.974  0.151
O14 -0.330 3.245 2.095  -0.725
O15 -0.559 -2.272 -1.101  -0.836

## Properties
* largest force on an atom: 0.0659 hartree/bohr
* orbital gap: 10.05 eV
* energy relative to the best compared isomer or geometry (same formula, charge and spin): 41.2 kcal per mole
* HOMO level: -10.133 eV



(4)
Entry from OMol25: a molecular structure, C18H33BN2O2S (the ωB97M-V functional and the def2-TZVPD basis).

Last column: Mulliken charge in e.
CARTESIAN COORDINATES (ANGSTROEM)
C1 -7.381 3.134 2.107  -0.341
H1 -6.850 2.322 2.612  0.243
H2 3.886 -1.427 -2.436  0.213
H3 4.329 0.466 -0.069  0.382
H4 7.976 -0.640 -0.437  0.282
C2 -1.435 -4.090 1.099  -0.535
N1 -2.092 -0.569 0.251  -0.459
H5 -3.195 1.417 1.784  0.272
H6 -6.460 2.846 -0.600  0.335
H7 -4.108 2.766 2.451  0.340
C3 -3.757 2.314 1.521  -1.079
N2 0.438 -0.526 0.121  -0.367
H8 5.697 -0.489 -3.539  0.300
H9 -5.051 3.858 -0.401  0.381
H10 -8.222 1.867 0.545  0.285
O1 2.779 -1.775 1.440  -0.504
C4 -4.913 1.958 0.593  -0.198
H11 -1.975 -5.004 1.352  0.360
C5 -2.158 -2.986 0.851  -0.732
H12 -3.069 3.012 1.037  0.259
C6 3.555 -0.724 -1.669  -0.461
H13 5.224 -1.016 -0.340  0.129
H14 2.554 -4.238 -0.594  0.297
C7 -8.554 2.564 1.316  -1.193
H15 -9.126 3.362 0.838  0.295
H16 -9.230 2.021 1.980  0.374
H17 -4.507 1.456 -0.290  0.271
H18 -7.774 3.780 2.897  0.367
C8 0.665 -2.916 0.727  0.053
B1 2.259 -2.788 0.675  0.858
C9 0.019 -4.063 1.036  -0.629
H19 -3.249 -2.994 0.897  0.429
H20 6.509 -2.132 -1.841  0.186
C10 -1.525 -1.750 0.512  0.309
H21 0.584 -4.973 1.238  0.421
C11 -0.083 -1.710 0.446  0.689
C12 -5.718 3.173 0.134  -0.799
S1 -0.864 0.435 -0.053  0.164
H22 3.013 0.091 -2.156  0.355
C13 7.192 -1.421 -2.315  -0.282
C14 6.431 -0.184 -2.788  -0.726
O2 3.062 -3.590 -0.094  -0.641
H23 8.871 -2.011 -1.084  0.378
H24 7.127 0.485 -3.304  0.422
C15 -6.414 3.952 1.251  -0.724
C16 4.724 -0.187 -0.853  -0.214
H25 3.725 -1.911 1.590  0.312
H26 -5.662 4.404 1.905  0.301
H27 7.604 -1.931 -3.191  0.364
H28 9.053 -0.419 -1.825  0.296
H29 5.217 1.460 -2.141  0.376
H30 -5.565 1.231 1.085  0.234
H31 2.857 -1.247 -1.021  -0.287
C17 8.337 -1.099 -1.359  -1.204
C18 5.730 0.609 -1.683  -0.888
H32 6.479 1.038 -1.011  0.343
H33 -6.960 4.788 0.801  0.392

## Properties
* largest force on an atom: 0.0316 hartree/bohr
* orbital gap: 8.70 eV
* energy relative to the best compared isomer or geometry (same formula, charge and spin): 0.0 kcal per mole
* HOMO level: -9.218 eV



(5)
Entry from OMol25: 2 unconnected molecules or ions with the total composition C3H8OS (the ωB97M-V functional and the def2-TZVPD basis).

Last column: Mulliken charge in e.
CARTESIAN COORDINATES (ANGSTROEM)
H1 1.808 3.811 -0.649  0.340
C1 2.239 2.991 -0.101  -0.371
H2 2.653 3.564 1.914  0.292
H3 0.967 3.627 1.541  0.280
H4 0.810 1.203 -0.090  0.096
H5 -3.833 -3.644 1.130  0.220
O1 -4.392 -5.394 0.352  -0.374
H6 -3.480 -3.983 -0.722  0.219
C2 -3.879 -4.311 0.254  -0.065
S1 1.786 1.435 -0.979  -0.228
H7 1.742 2.034 1.778  0.344
C3 1.863 3.035 1.395  -1.006
H8 3.326 2.986 -0.135  0.253

## Properties
* largest force on an atom: 0.0207 hartree/bohr
* orbital gap: 9.82 eV
* energy relative to the best compared isomer or geometry (same formula, charge and spin): 25.1 kcal per mole
* SMILES: C=O.CCS
* HOMO level: -9.108 eV



Repeat the first record exactly.
Entry from OMol25: a molecular structure, C15H18BrCoN3SbSe4Si (the ωB97M-V functional and the def2-TZVPD basis).

Last column: Löwdin spin population.
CARTESIAN COORDINATES (ANGSTROEM)
Se1 1.166 -3.860 -0.986  0.090
Se2 4.284 -1.857 -1.689  0.308
C1 3.231 -4.819 1.661  0.001
H1 -1.661 0.156 0.595  0.000
H2 1.784 -1.561 2.574  0.000
Sb1 4.820 -4.349 -2.376  0.280
H3 -2.792 1.885 1.249  0.000
H4 0.215 2.807 -2.212  0.000
C2 0.032 -0.546 -0.471  0.009
Se3 6.757 -5.038 -1.000  0.258
C3 -3.603 5.712 -0.891  0.000
H5 -0.591 -3.602 1.875  0.001
H6 -5.851 5.888 1.650  0.000
H7 3.406 -1.889 1.937  0.001
H8 -3.257 6.265 -1.754  0.000
H9 4.191 -4.443 1.306  -0.001
Br1 1.796 -1.610 -4.387  0.114
H10 3.103 -5.821 1.249  0.000
H11 0.453 -3.946 3.267  0.000
C4 -0.890 1.654 -0.772  0.002
C5 -0.910 0.407 -0.144  0.001
C6 -5.064 5.474 1.033  0.000
N1 0.995 -0.353 -1.374  0.037
C7 -1.854 2.695 -0.484  0.000
Si1 1.824 -3.662 1.179  0.014
N2 -2.738 2.625 0.574  0.000
C8 0.127 1.856 -1.708  0.001
H12 3.287 -4.904 2.753  0.000
Se4 5.452 -4.439 -4.744  0.317
H13 1.822 0.990 -2.690  0.001
C9 -3.025 4.488 -0.562  0.000
C10 1.027 0.848 -1.969  0.007
C11 -3.497 3.766 0.556  0.000
H14 0.018 -1.520 0.006  0.002
N3 -2.008 3.799 -1.173  0.001
C12 2.343 -1.903 1.696  0.001
C13 -4.621 6.188 -0.086  0.000
H15 0.093 -5.217 2.082  0.001
C14 -4.510 4.250 1.371  0.000
C15 0.294 -4.150 2.203  0.004
H16 -4.858 3.706 2.240  0.000
H17 -5.086 7.137 -0.321  0.000
H18 2.196 -1.183 0.892  0.000
Co1 2.101 -1.925 -2.156  2.551

## Properties
* largest force on an atom: 0.0383 hartree/bohr
* orbital gap (spin up / spin down): 3.95 / 4.04 eV
* net charge: -2
* HOMO level (spin up / spin down): -0.915 / -1.025 eV
* multiplicity: 5



Q: Which of these has the lowest largest force on an atom?
A: C3H8OS